17
Properties=species:S:1:pos:R:3:forces:R:3 method="wB97M-V/def2-TZVPD" homo_energy_ev=-14.37 charge=+1 mol_weight_g_mol=104.13 relative_energy_kcal_mol=18.4 e_lumo_ev=-3.8 smiles="C[C@@H]([NH3+])CC(=O)O"
C -0.832 -1.182 -0.240 -0.9 -0.2 -0.9
C -0.527 0.273 0.078 0.4 0.2 0.7
N -1.342 0.654 1.347 0.7 -0.6 0.3
C 0.972 0.470 0.340 -0.7 0.5 -0.4
C 1.830 0.223 -0.892 0.4 -0.3 -0.4
O 3.006 0.049 -0.833 0.0 0.0 0.1
O 1.114 0.186 -2.031 -0.8 -0.1 0.1
H -1.780 -1.570 0.148 0.1 0.3 0.4
H -1.009 -1.292 -1.307 0.4 0.0 -0.1
H -0.045 -1.869 0.059 0.1 0.1 0.1
H -0.843 1.020 -0.636 -0.2 -0.3 -0.5
H -0.825 1.213 2.029 0.0 0.4 -0.3
H -2.218 1.112 1.100 0.0 0.0 0.1
H -1.542 -0.219 1.836 -0.3 0.0 0.0
H 1.198 1.479 0.700 0.0 -0.1 0.0
H 1.289 -0.261 1.058 0.4 -0.2 0.6
H 1.553 -0.286 -2.755 0.5 0.3 0.2